# 1
Here is an isolated molecule of C26H24N2O6 from OMol25. Energies are from ωB97M-V/def2-TZVPD.

Properties
ΔE to the lowest compared entry with this formula, charge and spin in eV: 2.341
Charge: 0
DFT total energy in a.u.: -1566.104785
HOMO-LUMO gap in eV: 7.928
SMILES string: CCOc1ccc([C@@H]2/C(=C(\O)c3cccc(OC)c3)C(=O)C(=O)N2c2ccccn2)cc1OC
HOMO in eV: -8.5

Cartesian coordinates (Å):
C: 6.564 -0.331 -0.866
C: 5.213 -0.623 -0.234
O: 4.225 -0.570 -1.260
C: 2.925 -0.718 -0.828
C: 2.203 -1.810 -1.294
C: 0.900 -2.031 -0.893
C: 0.295 -1.161 0.000
C: -1.125 -1.384 0.471
C: -2.036 -0.295 -0.036
C: -2.381 -0.206 -1.347
O: -1.932 -1.167 -2.180
C: -3.244 0.833 -1.920
C: -4.221 0.477 -2.849
C: -5.039 1.455 -3.390
C: -4.895 2.773 -3.014
C: -3.917 3.140 -2.084
O: -3.861 4.452 -1.760
C: -3.022 4.841 -0.693
C: -3.076 2.166 -1.560
C: -2.512 0.482 1.091
O: -3.213 1.471 1.122
C: -1.963 -0.209 2.340
O: -2.166 0.134 3.482
N: -1.220 -1.273 1.918
C: -0.528 -2.190 2.700
C: -0.476 -2.107 4.093
C: 0.247 -3.071 4.769
C: 0.889 -4.074 4.054
C: 0.766 -4.064 2.676
N: 0.078 -3.153 2.013
C: 0.994 -0.048 0.441
C: 2.297 0.196 0.029
O: 2.923 1.319 0.526
C: 3.395 2.234 -0.446
H: 6.763 -1.046 -1.660
H: 6.574 0.669 -1.291
H: 7.343 -0.406 -0.113
H: 5.208 -1.627 0.213
H: 4.992 0.104 0.556
H: 2.696 -2.491 -1.971
H: 0.359 -2.889 -1.256
H: -1.453 -2.379 0.152
H: -2.238 -0.995 -3.081
H: -4.377 -0.560 -3.113
H: -5.802 1.180 -4.102
H: -5.534 3.543 -3.416
H: -3.263 5.884 -0.496
H: -3.217 4.242 0.201
H: -1.965 4.760 -0.966
H: -2.287 2.423 -0.876
H: -0.986 -1.315 4.613
H: 0.312 -3.039 5.847
H: 1.463 -4.838 4.553
H: 1.237 -4.820 2.060
H: 0.539 0.658 1.121
H: 3.963 2.985 0.100
H: 4.035 1.755 -1.190
H: 2.554 2.714 -0.959

Here are the Löwdin charges for atoms 1 to 6, given in e: -0.06 -0.24 -0.08 -0.21 0.02 -0.03

=====

# 2
Here is a 9-piece molecular cluster, C48H121N7O6S2 overall in a non-equilibrium geometry from OMol25. Energies are from ωB97M-V/def2-TZVPD.

Properties
ΔE to the lowest compared entry with this formula, charge and spin in eV: 1.867
Charge: 0
DFT total energy in a.u.: -3532.354233
HOMO-LUMO gap in eV: 8.594
SMILES string: CCOS(C)(=O)=O.CCOS(C)(=O)=O.CCN(CC)CC.CCN(CC)CC.CCN(CC)CC.CCN(CC)CC.CCN(CC)CC.CCN(CC)CC.CCN(CC)CC
HOMO in eV: -8.1

Cartesian coordinates (Å):
C: -1.538 13.471 -11.436
C: -2.467 12.524 -12.169
O: -1.698 11.471 -12.811
S: -1.334 11.748 -14.330
C: -0.806 10.138 -14.742
O: -2.518 12.049 -15.072
O: -0.220 12.634 -14.366
H: -2.056 14.267 -10.900
H: -0.821 13.919 -12.120
H: -1.007 12.904 -10.669
H: -3.095 11.986 -11.460
H: -3.129 13.018 -12.880
H: -0.030 10.205 -15.504
H: -1.560 9.451 -15.117
H: -0.327 9.687 -13.874
C: -6.815 6.001 -16.265
C: -5.804 6.300 -17.355
O: -4.632 6.774 -16.683
S: -3.667 7.824 -17.377
C: -4.431 9.263 -16.661
O: -2.366 7.525 -16.883
O: -3.879 7.855 -18.791
H: -7.796 5.765 -16.677
H: -6.965 6.883 -15.639
H: -6.442 5.195 -15.630
H: -5.632 5.463 -18.028
H: -6.245 7.107 -17.953
H: -5.495 9.099 -16.771
H: -4.085 10.168 -17.165
H: -3.932 9.346 -15.696
C: -4.678 -0.430 -13.582
C: -5.022 1.017 -13.123
N: -6.395 1.473 -13.208
C: -7.257 0.665 -12.344
C: -8.578 1.339 -11.987
C: -6.983 1.771 -14.494
C: -6.869 0.732 -15.635
H: -5.599 -1.014 -13.667
H: -3.991 -0.951 -12.921
H: -4.328 -0.451 -14.614
H: -4.637 1.182 -12.118
H: -4.460 1.667 -13.805
H: -7.463 -0.329 -12.771
H: -6.783 0.476 -11.378
H: -9.298 1.453 -12.799
H: -9.095 0.720 -11.246
H: -8.419 2.309 -11.515
H: -6.495 2.704 -14.816
H: -8.016 2.113 -14.421
H: -7.490 -0.150 -15.492
H: -5.832 0.411 -15.607
H: -7.062 1.267 -16.562
C: -12.240 11.930 -15.229
C: -10.761 11.919 -15.663
N: -10.457 10.935 -16.670
C: -9.279 11.236 -17.439
C: -7.962 11.218 -16.650
C: -10.678 9.576 -16.202
C: -10.458 8.501 -17.229
H: -12.831 11.582 -16.074
H: -12.546 12.925 -14.916
H: -12.374 11.264 -14.374
H: -10.599 12.906 -16.113
H: -10.090 11.911 -14.786
H: -9.220 10.571 -18.305
H: -9.383 12.197 -17.949
H: -7.073 11.203 -17.280
H: -7.974 12.019 -15.913
H: -7.882 10.279 -16.083
H: -11.731 9.530 -15.914
H: -10.070 9.402 -15.297
H: -10.505 7.496 -16.799
H: -9.442 8.520 -17.646
H: -11.124 8.513 -18.092
C: -10.004 1.795 -21.280
C: -11.204 2.454 -20.571
N: -10.924 3.097 -19.304
C: -10.691 2.180 -18.189
C: -11.985 1.810 -17.448
C: -9.988 4.205 -19.359
C: -10.424 5.347 -20.251
H: -9.582 1.032 -20.626
H: -9.307 2.526 -21.677
H: -10.429 1.247 -22.127
H: -11.575 3.243 -21.230
H: -12.033 1.754 -20.459
H: -10.307 1.231 -18.600
H: -9.857 2.534 -17.585
H: -12.044 2.302 -16.472
H: -12.887 2.072 -17.992
H: -11.932 0.749 -17.197
H: -8.986 3.826 -19.645
H: -9.849 4.573 -18.339
H: -10.588 5.079 -21.292
H: -9.756 6.200 -20.139
H: -11.409 5.673 -19.895
C: -5.052 11.353 -24.266
C: -5.507 12.329 -23.179
N: -6.392 11.703 -22.216
C: -7.022 12.726 -21.395
C: -7.983 12.244 -20.306
C: -5.746 10.657 -21.443
C: -4.568 11.034 -20.542
H: -4.721 11.896 -25.155
H: -5.877 10.717 -24.578
H: -4.153 10.831 -23.936
H: -4.619 12.804 -22.724
H: -6.018 13.165 -23.663
H: -7.658 13.333 -22.048
H: -6.314 13.432 -20.931
H: -7.465 11.709 -19.509
H: -8.908 11.799 -20.659
H: -8.243 13.161 -19.760
H: -6.474 10.204 -20.762
H: -5.551 9.815 -22.113
H: -4.330 10.160 -19.936
H: -3.660 11.377 -21.039
H: -4.871 11.896 -19.940
C: -1.127 12.401 -21.486
C: -0.787 11.027 -20.909
N: -0.302 11.157 -19.535
C: -0.665 9.995 -18.742
C: -0.307 8.605 -19.269
C: 1.132 11.410 -19.571
C: 1.733 11.726 -18.206
H: -1.838 12.831 -20.772
H: -1.569 12.321 -22.480
H: -0.327 13.140 -21.509
H: -1.644 10.360 -20.980
H: -0.016 10.613 -21.583
H: -0.258 10.123 -17.735
H: -1.751 10.010 -18.586
H: -0.551 7.850 -18.530
H: -0.838 8.446 -20.209
H: 0.747 8.527 -19.555
H: 1.350 12.251 -20.231
H: 1.634 10.555 -20.056
H: 2.676 12.262 -18.292
H: 1.964 10.814 -17.648
H: 1.002 12.302 -17.636
C: -4.604 8.229 -10.762
C: -4.285 7.104 -11.762
N: -3.322 6.140 -11.265
C: -4.011 5.273 -10.302
C: -3.100 4.404 -9.429
C: -2.709 5.356 -12.342
C: -3.663 4.868 -13.418
H: -3.776 8.941 -10.789
H: -4.726 7.927 -9.724
H: -5.500 8.746 -11.108
H: -5.236 6.672 -12.116
H: -3.872 7.609 -12.641
H: -4.531 5.900 -9.577
H: -4.783 4.662 -10.794
H: -2.393 3.862 -10.065
H: -2.476 4.964 -8.739
H: -3.732 3.632 -8.992
H: -2.201 4.530 -11.851
H: -1.910 5.911 -12.848
H: -3.258 4.093 -14.080
H: -4.134 5.573 -14.099
H: -4.446 4.253 -12.947
C: -8.125 8.142 -12.844
C: -8.182 6.614 -12.764
N: -9.371 6.076 -13.426
C: -9.200 4.655 -13.757
C: -10.053 4.258 -14.954
C: -10.619 6.206 -12.621
C: -11.627 7.122 -13.281
H: -7.064 8.394 -12.846
H: -8.612 8.559 -11.961
H: -8.641 8.528 -13.721
H: -7.316 6.130 -13.218
H: -8.176 6.285 -11.710
H: -8.130 4.512 -13.949
H: -9.322 3.939 -12.928
H: -10.577 3.309 -14.826
H: -10.856 4.987 -15.097
H: -9.513 4.287 -15.901
H: -10.285 6.600 -11.653
H: -11.039 5.231 -12.365
H: -11.716 6.949 -14.356
H: -11.378 8.168 -13.116
H: -12.642 6.863 -12.963

Here are the Löwdin charges for atoms 1 to 6, given in e: -0.07 -0.25 -0.26 0.55 -0.11 -0.28

=====

# 3
Here is an isolated molecule of C6H7PS in a non-equilibrium geometry from OMol25. Energies are from ωB97M-V/def2-TZVPD.

Properties
ΔE to the lowest compared entry with this formula, charge and spin in eV: 3.639
Charge: 0
DFT total energy in a.u.: -972.212975
HOMO-LUMO gap in eV: 8.232
SMILES string: C=PC#C/C=C(/C)S
HOMO in eV: -8.3

Cartesian coordinates (Å):
C: 4.540 -0.718 1.978
P: 3.312 -1.786 2.062
C: 1.865 -1.063 1.284
C: 0.883 -0.736 0.624
C: -0.367 -0.095 0.417
C: -1.269 0.236 -0.541
C: -2.468 1.103 -0.194
S: -1.382 -0.068 -2.270
H: 5.511 -1.143 2.362
H: 4.554 0.337 1.648
H: -0.585 0.238 1.507
H: -2.212 2.119 -0.575
H: -3.325 0.764 -0.841
H: -3.027 1.004 0.770
H: -0.302 -0.851 -2.551

Here are the Löwdin charges for atoms 1 to 6, given in e: -0.41 0.80 -0.32 -0.12 -0.17 -0.69

=====

# 4
Here is a 2-piece molecular cluster, C19H26F4NO6PS overall from OMol25. Energies are from ωB97M-V/def2-TZVPD.

Properties
Charge: 0
DFT total energy in a.u.: -2384.839330
HOMO-LUMO gap in eV: 8.286
SMILES string: C[C@H](O)Cc1c(C(F)(F)F)cc2c(c1CCF)C(=O)N(P(C)C)C2=O.CCOS(C)(=O)=O
HOMO in eV: -8.7

Cartesian coordinates (Å):
C: -3.076 -0.147 1.817
C: -1.848 -0.311 0.925
O: -0.979 -1.302 1.472
C: -1.042 1.014 0.783
C: 0.393 0.911 1.233
C: 0.789 1.237 2.546
C: -0.184 1.749 3.585
F: -1.045 2.680 3.113
F: -0.931 0.749 4.105
F: 0.462 2.331 4.614
C: 2.097 1.087 2.984
C: 3.019 0.623 2.074
C: 2.664 0.338 0.771
C: 1.361 0.468 0.310
C: 1.066 0.140 -1.132
C: 1.098 -1.360 -1.486
F: 1.032 -2.178 -0.364
C: 3.899 -0.110 0.060
O: 4.023 -0.382 -1.108
N: 4.968 -0.112 0.997
P: 5.973 -1.589 1.197
C: 7.546 -0.827 1.752
C: 6.415 -1.951 -0.547
C: 4.465 0.352 2.246
O: 5.134 0.488 3.236
H: -3.615 0.780 1.615
H: -2.744 -0.161 2.857
H: -3.751 -0.994 1.676
H: -2.174 -0.607 -0.074
H: -1.290 -2.169 1.196
H: -1.577 1.797 1.309
H: -1.054 1.297 -0.268
H: 2.399 1.318 3.995
H: 1.851 0.600 -1.738
H: 0.126 0.572 -1.460
H: 2.024 -1.597 -2.009
H: 0.261 -1.606 -2.143
H: 7.592 0.235 1.509
H: 7.590 -0.925 2.836
H: 8.384 -1.357 1.301
H: 5.729 -2.688 -0.957
H: 6.403 -1.059 -1.170
H: 7.429 -2.354 -0.523
C: -6.646 -1.149 -4.014
C: -5.213 -0.662 -4.000
O: -5.077 0.657 -3.416
S: -5.140 0.767 -1.834
C: -4.511 2.402 -1.691
O: -4.206 -0.166 -1.273
O: -6.501 0.741 -1.399
H: -7.014 -1.336 -3.007
H: -6.706 -2.078 -4.582
H: -7.297 -0.409 -4.479
H: -4.554 -1.352 -3.471
H: -4.831 -0.545 -5.012
H: -3.486 2.419 -2.051
H: -4.554 2.662 -0.636
H: -5.144 3.070 -2.270

Here are the Löwdin charges for atoms 1 to 6, given in e: -0.04 -0.39 -0.03 -0.07 -0.06 -0.02

=====

# 5
Here is C28H26AuN4S2 as an isolated structure from OMol25. Energies are from ωB97M-V/def2-TZVPD.

Properties
Charge: -1
DFT total energy in a.u.: -2233.781182
HOMO-LUMO gap (alpha / beta) in eV: 5.820 / 5.819
HOMO (alpha / beta) in eV: -3.8 / -3.8

Cartesian coordinates (Å):
Au: -0.518 -0.211 0.331
C: 0.310 -2.416 -3.248
C: -1.161 -2.518 -2.932
C: -1.910 -3.612 -3.346
C: -3.255 -3.715 -3.019
C: -3.852 -2.714 -2.268
C: -3.135 -1.602 -1.835
C: -3.798 -0.532 -1.010
C: -1.791 -1.519 -2.186
N: -0.971 -0.436 -1.743
C: -0.762 0.534 -2.561
C: -1.491 0.649 -3.874
C: 0.237 1.593 -2.223
C: 0.732 2.472 -3.349
N: 0.649 1.661 -1.030
C: 1.558 2.624 -0.555
C: 2.855 2.194 -0.255
C: 3.251 0.766 -0.523
C: 3.748 3.108 0.289
C: 3.361 4.412 0.562
C: 2.059 4.807 0.292
C: 1.137 3.928 -0.267
C: -0.293 4.355 -0.483
H: 0.683 -3.364 -3.636
H: 0.881 -2.152 -2.353
H: 0.512 -1.645 -4.000
H: -1.423 -4.395 -3.919
H: -3.831 -4.574 -3.342
H: -4.902 -2.787 -2.003
H: -4.882 -0.590 -1.113
H: -3.473 0.470 -1.296
H: -3.542 -0.634 0.048
H: -2.374 0.015 -3.881
H: -0.857 0.355 -4.719
H: -1.796 1.683 -4.044
H: 0.938 1.881 -4.245
H: 1.644 2.980 -3.041
H: -0.004 3.231 -3.620
H: 3.099 0.497 -1.574
H: 2.638 0.087 0.075
H: 4.301 0.608 -0.275
H: 4.757 2.780 0.518
H: 4.061 5.108 1.007
H: 1.736 5.812 0.540
H: -0.500 5.268 0.076
H: -0.986 3.579 -0.143
H: -0.499 4.563 -1.540
S: -2.117 1.441 1.332
C: -1.323 1.642 2.877
C: -1.758 2.684 3.710
C: -1.240 2.902 4.979
C: -1.741 3.997 5.774
N: -2.158 4.875 6.391
C: -0.240 2.046 5.461
C: 0.216 1.024 4.646
C: -0.277 0.801 3.353
S: 0.452 -0.517 2.453
C: 0.317 2.214 6.781
N: 0.767 2.333 7.835
H: -2.535 3.344 3.345
H: 0.995 0.369 5.017

Here are the Löwdin charges for atoms 1 to 6, given in e: 0.41 -0.04 -0.21 -0.06 -0.09 -0.05

=====

# 6
Here is C4H26B4O2Zr as an isolated structure in a non-equilibrium geometry from OMol25. Energies are from ωB97M-V/def2-TZVPD.

Properties
ΔE to the lowest compared entry with this formula, charge and spin in eV: 1.706
Charge: 0
DFT total energy in a.u.: -464.676037
HOMO-LUMO gap in eV: 10.503
HOMO in eV: -10.2

Cartesian coordinates (Å):
Zr: 0.788 0.319 0.025
B: 1.281 -1.791 -0.670
H: 2.108 -1.324 -0.076
H: 0.916 -1.039 -1.413
H: 1.529 -2.806 -1.153
H: 0.424 -1.902 0.054
B: 2.492 1.216 -1.302
H: 1.507 0.943 -1.775
H: 2.289 1.766 -0.344
H: 2.965 0.246 -0.973
H: 3.145 1.733 -2.097
B: -0.207 2.343 0.274
H: -0.110 2.048 -0.805
H: 0.778 2.371 0.809
H: -0.820 3.311 0.395
H: -0.803 1.491 0.702
B: 1.682 0.095 2.032
H: 2.183 0.211 3.062
H: 2.380 0.578 1.294
H: 1.449 -0.945 1.688
H: 0.712 0.651 2.044
C: -1.451 -0.769 2.589
O: -1.109 -0.690 1.211
C: -2.062 -1.354 0.407
C: -1.835 -1.156 -1.074
O: -1.021 0.026 -1.240
C: -1.344 0.739 -2.447
H: -0.545 -0.534 3.141
H: -1.684 -1.803 2.856
H: -2.261 -0.105 2.886
H: -3.082 -1.060 0.686
H: -2.013 -2.424 0.660
H: -2.782 -1.060 -1.599
H: -1.248 -1.974 -1.494
H: -1.704 0.031 -3.197
H: -0.437 1.131 -2.898
H: -2.109 1.486 -2.257

Here are the Löwdin charges for atoms 1 to 6, given in e: 1.59 -0.39 -0.03 -0.03 0.04 -0.01

=====

What is the charge in the third record?
0